{
  "formula": "C8H12NO",
  "method": "ωB97M-V with the def2-TZVPD basis set",
  "fmax_ev_per_a": 3.11,
  "total_charge": 1,
  "lumo_ev": [-3.989, -3.988],
  "energy_ha": -441.6088,
  "gap_ev": [8.3717, 8.3726],
  "species": ["O", "N", "C", "C", "C", "C", "C", "C", "C", "C", "H", "H", "H", "H", "H", "H", "H", "H", "H", "H", "H", "H"],
  "positions_angstrom": [[-1.07, -1.17, -0.55], [-0.24, -0.63, 0.45], [0.24, -1.68, 1.32], [1.90, 1.35, -0.02], [-2.29, 0.87, -0.68], [-0.74, 0.52, 1.11], [1.60, -0.76, -1.51], [-1.67, 1.30, 0.55], [1.44, 0.12, -0.58], [-1.99, -0.35, -1.13], [-0.58, -2.06, 1.94], [2.75, 1.67, -0.63], [1.03, -1.30, 1.95], [-3.02, 1.48, -1.17], [-0.26, 0.74, 2.05], [-2.00, 2.20, 1.04], [0.94, -1.61, -1.64], [0.62, -2.50, 0.71], [2.40, -0.72, -2.23], [1.14, 2.13, -0.07], [2.24, 1.25, 1.01], [-2.45, -0.86, -1.96]]
}

=====

{
  "formula": "C6H9N2",
  "method": "ωB97M-V with the def2-TZVPD basis set",
  "fmax_ev_per_a": 9.34,
  "total_charge": 1,
  "lumo_ev": [-3.224, -9.109],
  "energy_ha": -342.9698,
  "multiplicity": 3,
  "gap_ev": [7.4742, 6.5202],
  "species": ["N", "N", "C", "C", "C", "C", "C", "C", "H", "H", "H", "H", "H", "H", "H", "H", "H"],
  "positions_angstrom": [[-0.92, -1.14, -0.09], [-2.06, 1.35, 0.58], [2.34, 0.17, -0.85], [1.24, 0.31, 0.11], [2.53, -0.41, 0.46], [-2.28, -1.43, -0.16], [-0.02, -0.38, 0.07], [-2.43, 2.42, 0.66], [1.05, 1.37, 0.41], [2.41, -0.43, -1.72], [2.98, 1.12, -1.11], [3.22, 0.07, 1.03], [-2.43, -2.01, -1.08], [2.59, -1.50, 0.59], [-2.81, 3.39, 0.68], [-2.40, -2.27, 0.58], [-2.98, -0.63, -0.17]]
}

=====

{
  "formula": "C4H10N2O",
  "method": "ωB97M-V with the def2-TZVPD basis set",
  "fmax_ev_per_a": 2.35,
  "total_charge": 0,
  "lumo_ev": 0.864,
  "energy_ha": -343.1521,
  "smiles": "C[C@H](CN)NC=O",
  "gap_ev": 10.3227,
  "species": ["O", "N", "N", "C", "C", "C", "C", "H", "H", "H", "H", "H", "H", "H", "H", "H", "H"],
  "positions_angstrom": [[1.04, 2.19, -0.92], [1.58, 0.07, -0.10], [-2.09, -0.10, 1.07], [1.82, 1.33, -0.59], [0.24, -0.49, 0.24], [-0.22, -1.35, -0.94], [-0.80, 0.55, 0.64], [-0.43, 1.05, 1.53], [0.41, -2.24, -0.97], [2.89, 1.47, -0.90], [-2.02, -0.08, 2.08], [-0.02, -0.86, -1.88], [2.31, -0.63, -0.11], [-2.84, 0.51, 0.78], [-1.30, -1.50, -0.84], [-0.97, 1.21, -0.20], [0.41, -1.15, 1.09]]
}

=====

{
  "formula": "C3H5O3Zn",
  "method": "ωB97M-V with the def2-TZVPD basis set",
  "fmax_ev_per_a": 1.35,
  "total_charge": 1,
  "lumo_ev": -6.133,
  "energy_ha": -2121.8933,
  "gap_ev": 7.6881,
  "species": ["Zn", "O", "O", "O", "C", "C", "C", "H", "H", "H", "H", "H"],
  "positions_angstrom": [[0.65, -0.54, 0.51], [2.44, -1.04, 0.46], [-0.97, -0.60, 1.60], [0.05, 0.48, 1.91], [-1.21, -1.38, 2.69], [-0.70, -2.61, 2.80], [3.57, -0.61, 0.28], [-1.87, -0.92, 3.42], [-0.97, -3.22, 3.66], [3.81, 0.42, 0.58], [4.33, -1.24, -0.20], [0.09, -2.97, 2.14]]
}